[1]
DFT (the ωB97M-V functional and the def2-TZVPD basis) results for a molecular structure, C40H43AsN4S2V.

E_HOMO (alpha / beta) = -9.6983 / -9.7937 eV
LUMO (alpha / beta) = -3.187 / -3.169 eV
DFT total energy = -5745.1363 Ha
Kohn-Sham gap (alpha / beta) = 6.51 / 6.62 eV
<S²> = 2.019
energy relative to the best compared isomer or geometry (same formula, charge and spin) = 22.2 kcal/mol

Geometry as ORCA input:
```
! RIJCOSX wB97M-V def2-TZVPD def2/J DEFGRID3
* xyz 1 3
V -1.85 0.23 -0.21
C -2.25 2.28 -2.78
C -2.15 2.95 -1.45
C -2.08 4.35 -1.39
C -1.94 4.98 -0.19
C -1.94 4.23 1.01
C -1.83 4.82 2.29
C -1.92 4.04 3.40
C -2.15 2.66 3.29
C -2.25 2.04 2.07
S -2.71 0.34 1.91
C -2.09 2.83 0.90
N -2.13 2.22 -0.34
H -1.71 2.85 -3.53
H -3.30 2.23 -3.09
H -1.85 1.27 -2.78
H -2.11 4.92 -2.31
H -1.85 6.06 -0.13
H -1.70 5.90 2.36
H -1.83 4.49 4.38
H -2.30 2.06 4.18
C 4.39 5.42 0.07
C 3.43 4.26 0.18
C 3.30 3.53 1.36
C 2.46 2.44 1.45
C 2.35 1.72 2.78
C 1.74 2.01 0.31
As 0.65 0.43 0.71
N -0.20 -0.26 -0.80
C 0.38 -0.99 -1.88
C 1.72 -0.86 -2.22
C 2.26 -1.52 -3.31
C 1.47 -2.35 -4.09
C 0.14 -2.52 -3.75
C -0.40 -1.86 -2.65
C 1.88 -1.09 1.04
C 3.26 -1.14 0.79
C 4.13 -0.05 0.21
C 3.95 -2.32 1.10
C 3.35 -3.43 1.64
C 4.13 -4.68 1.96
C 1.98 -3.36 1.88
C 1.24 -2.22 1.60
C -0.23 -2.27 1.95
C 1.80 2.78 -0.87
C 1.00 2.51 -2.12
C 2.65 3.88 -0.90
H 4.95 5.55 0.99
H 3.85 6.35 -0.13
H 5.09 5.26 -0.75
H 3.86 3.84 2.24
H 2.95 2.22 3.53
H 2.70 0.68 2.71
H 1.32 1.69 3.13
H 2.35 -0.20 -1.63
H 3.31 -1.39 -3.55
H 1.89 -2.86 -4.96
H -0.49 -3.18 -4.33
H -1.43 -2.01 -2.39
H 3.59 0.80 -0.16
H 4.73 -0.46 -0.60
H 4.83 0.31 0.97
H 5.02 -2.34 0.91
H 5.18 -4.57 1.69
H 3.72 -5.54 1.43
H 4.07 -4.90 3.03
H 1.47 -4.22 2.31
H -0.46 -3.22 2.42
H -0.86 -2.18 1.06
H -0.51 -1.47 2.63
H 0.13 1.88 -1.93
H 1.60 2.00 -2.88
H 0.66 3.45 -2.55
H 2.69 4.47 -1.82
C -5.48 -5.15 -2.23
C -4.84 -4.25 -1.23
C -4.53 -4.58 0.05
C -3.89 -3.63 0.86
N -3.56 -2.43 0.39
C -3.92 -2.08 -0.84
S -3.70 -0.49 -1.45
N -4.52 -2.99 -1.64
C -3.59 -3.90 2.29
H -5.64 -6.14 -1.81
H -4.86 -5.24 -3.12
H -6.45 -4.75 -2.53
H -4.78 -5.56 0.44
H -4.76 -2.69 -2.57
H -3.34 -4.95 2.47
H -4.48 -3.66 2.88
H -2.78 -3.25 2.63
*
```

Atomic partial charges in e from the Löwdin method, atoms 1 to 5: 0.300 -0.044 -0.304 -0.004 0.033

[2]
DFT (the ωB97M-V functional and the def2-TZVPD basis) results for a molecular structure, C40H43N4O3SV.

E_HOMO (alpha / beta) = -16.3737 / -16.3844 eV
LUMO (alpha / beta) = -10.571 / -9.542 eV
DFT total energy = -3336.1278 Ha
Kohn-Sham gap (alpha / beta) = 5.80 / 6.84 eV
<S²> = 0.927
energy relative to the best compared isomer or geometry (same formula, charge and spin) = 19.4 kcal/mol

Geometry as ORCA input:
```
! RIJCOSX wB97M-V def2-TZVPD def2/J DEFGRID3
* xyz 3 2
V 0.07 -0.12 -0.67
C -0.26 3.22 -2.23
C -1.09 2.37 -3.14
C -1.39 2.81 -4.43
C -2.15 2.04 -5.29
C -2.61 0.80 -4.90
C -2.35 0.31 -3.62
C -2.83 -1.07 -3.25
C -1.61 1.13 -2.76
N -1.34 0.67 -1.41
C -2.39 0.74 -0.40
C -3.55 1.64 -0.75
C -2.25 -1.63 0.07
C -3.06 -2.86 0.30
N -0.93 -1.58 0.11
C -0.18 -2.62 0.81
C -0.24 -2.65 2.21
C -1.26 -1.90 3.03
C 0.62 -3.53 2.87
C 1.47 -4.36 2.16
C 1.42 -4.39 0.78
C 0.57 -3.55 0.07
C 0.33 -3.83 -1.39
H -0.02 4.16 -2.70
H 0.69 2.73 -1.98
H -0.77 3.44 -1.28
H -1.02 3.78 -4.75
H -2.37 2.40 -6.29
H -3.18 0.18 -5.59
H -3.05 -1.64 -4.15
H -3.75 -1.04 -2.66
H -2.08 -1.63 -2.68
H -3.18 2.63 -1.03
H -4.22 1.71 0.10
H -4.09 1.23 -1.60
H -3.67 -3.02 -0.59
H -3.74 -2.68 1.13
H -2.43 -3.72 0.50
H -1.76 -1.09 2.50
H -0.81 -1.48 3.92
H -2.03 -2.60 3.36
H 0.59 -3.57 3.95
H 2.13 -5.03 2.70
H 2.00 -5.12 0.23
H 1.17 -4.38 -1.81
H 0.13 -2.96 -2.00
H -0.54 -4.49 -1.49
O 0.52 1.46 0.38
C -0.51 1.84 1.43
C -1.87 1.15 1.06
O -2.65 0.98 1.94
O -2.97 -0.59 -0.23
C 0.00 1.31 2.76
C -0.53 1.85 3.93
C -0.06 1.42 5.16
C 0.97 0.48 5.23
C 1.49 -0.05 4.07
C 0.99 0.35 2.84
C -0.63 3.35 1.41
C 0.53 4.09 1.66
C 0.50 5.47 1.63
C -0.70 6.13 1.38
C -1.86 5.40 1.17
C -1.83 4.01 1.18
H 1.39 1.74 0.70
H -1.31 2.60 3.88
H -0.48 1.84 6.07
H 1.35 0.17 6.20
H 2.28 -0.79 4.12
H 1.40 -0.12 1.95
H 1.46 3.59 1.91
H 1.40 6.03 1.82
H -0.73 7.21 1.37
H -2.80 5.91 1.01
H -2.76 3.47 1.05
C 5.60 -2.43 -3.23
C 4.55 -1.97 -2.28
C 4.64 -1.99 -0.91
C 3.58 -1.51 -0.14
N 2.46 -1.01 -0.72
C 2.37 -1.04 -2.04
S 0.89 -0.53 -2.77
N 3.38 -1.50 -2.80
C 3.64 -1.56 1.34
H 6.45 -2.83 -2.68
H 5.94 -1.59 -3.84
H 5.20 -3.20 -3.89
H 5.53 -2.37 -0.44
H 3.26 -1.50 -3.81
H 4.62 -1.90 1.69
H 2.88 -2.25 1.71
H 3.45 -0.58 1.78
*
```

Atomic partial charges in e from the Löwdin method, atoms 1 to 5: 0.880 -0.006 -0.211 -0.004 -0.016

[3]
DFT (the ωB97M-V functional and the def2-TZVPD basis) results for 3 unconnected molecules or ions with the total composition C40H43NO7P.

E_HOMO = -3.6646 eV
LUMO = -0.166 eV
DFT total energy = -2472.7638 Ha
Kohn-Sham gap = 3.50 eV

Geometry as ORCA input:
```
! RIJCOSX wB97M-V def2-TZVPD def2/J DEFGRID3
* xyz -1 1
C 1.27 -2.52 0.46
C 1.31 -2.01 -0.99
O 1.46 -3.04 -1.92
C 2.81 -3.49 -2.08
P 2.95 -5.41 -2.06
C 3.10 -7.33 -1.85
C 4.35 -7.94 -2.50
C 5.63 -7.51 -1.77
C 6.67 -8.60 -1.60
O 7.57 -8.66 -2.74
C 8.87 -8.54 -2.36
C 9.38 -7.14 -2.24
O 9.60 -9.52 -2.18
C 1.64 -5.58 -3.50
C 1.66 -4.56 -4.58
C 2.85 -4.51 -5.51
N 0.73 -3.70 -4.80
H 1.53 -3.57 0.47
H 1.98 -2.00 1.10
H 0.28 -2.37 0.88
H 2.09 -1.25 -1.12
H 0.37 -1.52 -1.21
H 3.25 -3.04 -2.97
H 3.39 -3.14 -1.22
H 4.05 -5.39 -3.04
H 3.98 -5.28 -0.98
H 1.88 -5.43 -1.05
H 2.20 -7.82 -2.22
H 3.13 -7.52 -0.78
H 4.38 -7.64 -3.54
H 4.28 -9.03 -2.44
H 5.35 -7.17 -0.77
H 6.08 -6.65 -2.25
H 7.26 -8.38 -0.71
H 6.22 -9.58 -1.45
H 9.09 -6.52 -3.08
H 10.46 -7.16 -2.19
H 9.00 -6.65 -1.35
H 1.84 -6.55 -3.98
H 0.66 -5.66 -3.03
H 3.66 -5.16 -5.19
H 3.19 -3.48 -5.56
H 2.50 -4.77 -6.50
H 0.01 -3.80 -4.09
C -1.93 4.15 3.58
C -1.64 2.79 3.59
C -0.85 2.24 2.59
C -0.35 3.05 1.58
C -0.66 4.41 1.56
C -1.44 4.96 2.57
C -0.17 5.29 0.47
O -0.43 6.48 0.45
C 0.64 4.68 -0.62
C 1.06 5.46 -1.68
C 1.82 4.91 -2.70
C 2.17 3.56 -2.65
C 1.74 2.77 -1.60
C 0.98 3.32 -0.59
C 0.51 2.44 0.53
O 0.82 1.27 0.56
H -2.55 4.57 4.36
H -2.03 2.15 4.37
H -0.61 1.18 2.59
H -1.67 6.01 2.56
H 0.80 6.51 -1.71
H 2.15 5.52 -3.53
H 2.76 3.12 -3.45
H 2.00 1.72 -1.56
C -7.48 6.88 7.43
C -8.76 7.29 7.08
C -9.17 7.26 5.76
C -8.29 6.82 4.78
C -7.00 6.42 5.12
C -6.60 6.45 6.45
C -6.03 5.98 4.08
O -4.91 5.63 4.37
C -6.47 5.99 2.66
C -5.57 5.63 1.67
C -5.97 5.62 0.34
C -7.27 5.97 0.00
C -8.17 6.34 0.99
C -7.78 6.36 2.32
C -8.75 6.78 3.36
O -9.89 7.08 3.07
H -7.16 6.90 8.46
H -9.44 7.64 7.85
H -10.16 7.57 5.48
H -5.60 6.13 6.71
H -4.56 5.35 1.94
H -5.26 5.33 -0.43
H -7.58 5.96 -1.03
H -9.19 6.62 0.73
*
```

Atomic partial charges in e from the Löwdin method, atoms 1 to 5: -0.073 -0.304 -0.240 -0.367 0.490

Which of these has the highest DFT total energy?
C40H43NO7P